# 1
Density functional theory data (the ωB97M-V functional and the def2-TZVPD basis) for a cluster of 4 separate species, C3H10O3 in total in a non-equilibrium geometry.

```
16
Properties=species:S:1:pos:R:3:lowdin_charge:R:1
O 0.2472 -0.5429 0.9842 -0.103
C 0.6128 0.6363 1.1399 -0.329
C 0.7044 1.7319 0.2233 -0.050
C -0.0429 1.5622 -1.2054 -0.010
H 0.9242 0.9441 2.1140 0.097
H 1.2707 2.5630 0.5313 0.056
H -1.4570 0.2936 -1.1247 0.291
H -0.1939 2.4995 -1.7461 0.088
H -1.0931 1.0588 -0.8740 0.048
H 0.5469 0.8926 -1.7823 0.057
H -2.6848 -1.2111 1.3878 0.011
H -1.3848 -0.8988 0.7652 -0.053
O -2.2927 -1.0687 0.5617 -0.040
H 0.9860 -1.2593 -0.4441 0.046
H 0.9111 -2.4598 -1.3659 -0.004
O 1.3615 -1.6391 -1.3469 -0.105
```

Net charge   0

# 2
Density functional theory data (the ωB97M-V functional and the def2-TZVPD basis) for a cluster of 2 separate species, C3H10O3 in total in a non-equilibrium geometry.

```
16
Properties=species:S:1:pos:R:3:lowdin_charge:R:1
O -1.0282 -1.3964 -2.1328 -0.092
C -0.8038 -1.1231 -0.7293 -0.222
C -0.7204 0.4434 -0.6043 -0.161
C -1.9139 1.1297 0.0704 -0.299
O -2.8663 1.5676 -0.8627 -0.045
H -1.8829 -0.9697 -2.2436 0.071
H 0.2173 -1.4524 -0.5154 0.113
H -1.6287 -1.4707 -0.1304 0.102
H -0.6250 0.8057 -1.6334 0.115
H 0.2441 0.7083 -0.1064 0.114
H -1.4672 1.9012 0.6996 0.103
H -2.3338 0.5031 0.8786 0.118
H -3.7276 1.2578 -0.5885 0.083
O 6.2021 -0.4880 2.3071 -0.065
H 5.4499 -0.3674 2.8897 0.028
H 6.8845 -1.0491 2.7014 0.037
```

Net charge   0
SMILES string   OCCCO.O

# 3
Density functional theory data (the ωB97M-V functional and the def2-TZVPD basis) for a structure of composition C3H10O3S in a non-equilibrium geometry.

```
17
Properties=species:S:1:pos:R:3:lowdin_charge:R:1
C -0.4343 0.6023 0.0868 -0.435
O -1.1183 1.8166 0.1507 -0.269
C 1.0726 0.8806 -0.0317 -0.319
C 2.0520 -0.2449 -0.2408 -0.847
S 3.8247 0.1326 -0.5362 -0.022
H -0.6002 0.0015 1.0127 0.095
H -0.8452 -0.0645 -0.7302 0.101
H 1.1912 1.5405 0.8389 0.096
H 1.3039 1.5247 -0.9064 0.091
H 1.5937 -0.7701 -1.0894 0.035
H 1.9456 -1.0473 0.5225 0.024
H 0.4075 -2.0902 0.2681 -0.014
H -1.0662 -2.1698 0.4740 0.018
O -0.3162 -2.7328 0.2507 -0.088
H -2.2832 1.3867 0.2710 -0.002
H -3.2785 0.3253 -0.5463 -0.082
O -3.4489 0.9087 0.2054 -0.380
```

Net charge   -2

# 4
Density functional theory data (the ωB97M-V functional and the def2-TZVPD basis) for a cluster of 3 separate species, C3H10O3S in total in a non-equilibrium geometry.

```
17
Properties=species:S:1:pos:R:3:lowdin_charge:R:1
C -0.6826 0.0943 -0.0722 -0.260
O 0.2653 0.3520 -1.2262 -0.173
C -2.0851 0.6041 -0.4580 -0.259
C -3.2671 0.1014 0.5439 -0.818
S -4.9989 0.5253 0.2311 -0.023
H -0.6988 -1.0604 0.0766 0.126
H -0.2831 0.7202 0.8186 0.125
H -2.3268 0.0114 -1.3476 0.087
H -2.0911 1.6480 -0.5587 0.066
H -2.9381 0.4322 1.4667 -0.013
H -3.1725 -0.9541 0.5671 -0.001
H 4.3463 -0.4505 0.0521 -0.016
H 5.8680 0.4021 0.2795 -0.024
O 5.4605 -0.4892 0.1282 -0.293
H 1.1198 0.1124 -0.7880 0.008
H 2.6330 -1.5054 0.2096 -0.071
O 2.8510 -0.5439 0.0772 -0.462
```

Net charge   -2

Energy relative to the best compared isomer or geometry (same formula, charge and spin) per entry: 128.25, 26.62, 21.48, 18.29 kcal per mole